Record 1
ORCA calculation (the ωB97M-V functional and the def2-TZVPD basis) on a single C3H6N2O2 molecule.

HOMO level, eV: -9.145
M, g mol⁻¹: 102.09
Max |F|, eV/Å: 3.6
SMILES: C=NO/C(C)=N/O
Kohn-Sham gap, Eh: 0.3712
Multiplicity: 1

```
13
C3H6N2O2 | the Open Molecules 2025 dataset | the ωB97M-V functional and the def2-TZVPD basis
O 0.84906 0.32874 -0.00516
O -2.28692 -1.21762 -0.04981
N -0.92080 -1.16001 0.01635
N 1.61848 -0.78568 0.16496
C -0.55882 0.02957 0.00423
C -1.29836 1.30368 0.04211
C 2.83919 -0.45724 -0.05336
H 3.55514 -1.30746 0.17524
H -2.36626 1.09833 -0.03097
H -1.06061 1.94529 -0.78846
H 3.22432 0.46992 -0.52579
H -2.42612 -2.15243 0.00807
H -1.16829 1.90491 1.04258
```

Record 2
ORCA calculation (the ωB97M-V functional and the def2-TZVPD basis) on a molecular structure, C31H38F3N3OPRuS3.

HOMO level (alpha / beta), eV: -10.290 / -10.964
M, g mol⁻¹: 753.90
Max |F|, eV/Å: 0.7
Kohn-Sham gap (alpha / beta), Eh: 0.2566 / 0.2144
Multiplicity: 5
Net charge: +1

```
81
C31H38F3N3OPRuS3 | the Open Molecules 2025 dataset | the ωB97M-V functional and the def2-TZVPD basis
Ru -0.09838 0.14849 0.01076
S -0.55468 0.23961 -2.20314
S -1.13157 2.53029 -0.16517
S 0.54065 -1.29818 -4.42988
P -2.25950 -0.77431 0.82738
F -0.06077 6.10913 1.75918
F -1.21059 5.36658 0.09070
F 0.57061 6.53202 -0.26091
O 0.53904 -0.13484 1.80715
N 1.36624 2.04573 0.26983
N 1.69609 -1.26188 -2.04812
N 1.62355 -0.91691 -0.68613
C -1.38360 -5.57973 -2.17647
C 0.90504 4.35744 0.53776
C 0.73732 -0.83283 -2.75886
C -2.01567 -2.59751 0.65059
C -1.60642 -5.32909 -3.52485
C -0.27858 -5.02102 -1.54930
C 2.63206 2.24823 0.63351
C -3.78933 -1.01705 -1.49765
C 4.08578 -1.41100 3.48354
C 1.24807 -2.98245 -4.37194
C 1.71159 -0.56989 2.27673
C 0.36274 -3.93263 -3.60958
C -0.73857 -4.51223 -4.23362
C 2.69713 -1.18042 1.48655
C 1.91736 -0.39133 3.64412
C -3.76446 -0.31785 -0.13279
C 3.10998 3.49623 0.97200
C 2.22416 4.55773 0.91421
C 3.88166 -1.59473 2.13845
C 0.58973 -4.20235 -2.26180
C 0.48714 3.05984 0.22968
C -3.26810 -1.21265 3.47284
C 0.02899 5.58801 0.52367
C -0.75433 -3.06237 1.38646
C 2.58541 -1.41710 0.03840
C -5.10227 -0.54596 0.58477
C 3.65436 -2.26657 -0.59892
C -3.21021 -3.50160 0.97822
C -2.44204 -0.26986 2.59038
C -2.92433 1.18118 2.72502
C 3.08562 -0.80215 4.24289
H 3.78490 -3.18180 -0.02388
H 4.14111 3.63204 1.26494
H -0.82018 -2.88874 2.46314
H 3.22638 -0.64708 5.30496
H -2.78001 -2.17487 3.62511
H -0.91975 -4.31998 -5.28610
H 5.00894 -1.73636 3.94222
H 2.25167 -2.91832 -3.96093
H 3.41701 -2.50681 -1.62388
H 1.31862 -3.25092 -5.42581
H -2.42835 1.86288 2.03593
H 4.66780 -2.06193 1.56719
H -3.55141 -3.40331 2.00480
H -2.89601 -4.53841 0.83540
H -5.90682 -0.28491 -0.10599
H -2.05791 -6.22213 -1.62457
H -3.38041 -0.74575 4.45414
H -0.63114 -4.13547 1.23106
H 0.14944 -2.57153 1.02594
H -1.40872 -0.29871 2.93620
H -4.05579 -3.33112 0.31577
H -5.22428 0.06941 1.47060
H 2.55373 5.55931 1.16299
H 1.46260 -3.78645 -1.77270
H -4.26959 -1.38797 3.08163
H -2.83572 -0.99903 -2.01728
H -0.07907 -5.23875 -0.50651
H -2.70618 1.52333 3.73819
H 4.60421 -1.72818 -0.58882
H -4.09787 -2.05824 -1.39427
H -1.82921 -2.69199 -0.42528
H -2.45454 -5.77668 -4.02693
H -3.64333 0.75908 -0.28820
H 3.27799 1.37922 0.63901
H -4.52190 -0.52103 -2.13592
H 1.12984 0.09150 4.20874
H -5.24606 -1.58601 0.87118
H -3.99966 1.26748 2.58183
```